DFT (the ωB97M-V functional and the def2-TZVPD basis) results for a 7-piece molecular cluster, C25H62BClNO11P overall in a non-equilibrium geometry.

Each line ends with the Löwdin charge.
Atoms and positions in Å:
C  3.2206  1.9665  -3.5036  0.0181
C  2.0856  2.9269  -3.3213  -0.4819
O  1.9351  3.5819  -2.3204  0.1405
O  1.2545  3.0193  -4.4388  0.0695
C  -0.1106  2.9906  -4.2170  -0.4813
O  -0.6556  3.5182  -3.2844  0.1463
C  -0.8777  2.2747  -5.3011  -0.0277
B  -1.3612  0.8306  -4.8736  -0.3282
C  -0.5285  -0.4642  -5.1718  -0.1886
C  0.7380  -0.3159  -4.3407  -0.6604
C  1.5804  -1.5891  -4.2517  -0.0813
Cl  0.2029  0.2242  -2.7082  0.8142
P  -3.0697  0.4970  -3.9986  0.5137
N  -3.4249  -1.0208  -3.8758  -0.1674
O  -4.1835  1.1999  -4.9380  -0.1714
O  -3.0808  1.2906  -2.6029  -0.1668
H  3.0694  1.1731  -2.7813  0.0836
H  3.2377  1.5225  -4.4894  0.0785
H  4.1477  2.4756  -3.2975  0.0916
H  -1.7538  2.9025  -5.4252  0.1169
H  -0.3538  2.2678  -6.2509  0.1208
H  -1.0755  -1.3596  -4.9079  0.0855
H  -0.1974  -0.5037  -6.2081  0.1228
H  1.3150  0.4684  -4.8070  0.0760
H  1.1021  -2.4050  -4.7698  0.0831
H  1.7442  -1.8117  -3.2104  0.0345
H  2.5596  -1.3792  -4.6690  0.0759
H  -3.5668  -1.3074  -2.9177  -0.0171
H  -4.7594  0.4734  -5.2091  0.0701
H  -3.6613  0.8324  -1.9865  0.0699
C  -0.2401  0.8029  2.6122  -0.0538
C  0.1636  -0.1104  1.4647  -0.4883
C  1.4420  0.3657  0.7963  -0.0628
O  -0.8950  -0.1999  0.5080  -0.0760
H  -0.4292  1.8150  2.2430  0.0830
H  -1.1575  0.4472  3.0828  0.0773
H  0.5444  0.8540  3.3689  0.0721
H  0.3064  -1.1248  1.8404  0.1289
H  1.3017  1.3636  0.3683  0.0778
H  1.7130  -0.3029  -0.0231  0.0592
H  2.2691  0.4089  1.5062  0.0623
H  -1.0451  0.6833  0.1550  0.0723
C  2.9667  3.5931  2.5428  -0.0483
C  3.5022  2.5438  3.5044  -0.4937
C  4.5779  3.1208  4.4094  -0.0593
O  4.0057  1.4169  2.7802  -0.0677
H  3.7676  3.9581  1.8940  0.0844
H  2.1940  3.1690  1.9018  0.0621
H  2.5467  4.4427  3.0825  0.0827
H  2.6833  2.1576  4.1133  0.1287
H  5.4276  3.4708  3.8158  0.0821
H  4.9514  2.3585  5.0949  0.0801
H  4.1935  3.9580  4.9916  0.0565
H  4.7321  1.7237  2.2293  0.0873
C  4.1868  6.0211  8.5704  -0.0631
C  3.0263  6.2186  7.6071  -0.4972
C  1.7178  6.4507  8.3467  -0.0632
O  2.9105  5.0942  6.7340  -0.0664
H  4.0150  5.1420  9.1974  0.0808
H  5.1149  5.8581  8.0227  0.0787
H  4.3135  6.8871  9.2211  0.0794
H  3.2332  7.0705  6.9590  0.1375
H  1.4730  5.5844  8.9672  0.0807
H  0.8995  6.5915  7.6408  0.0789
H  1.7771  7.3285  8.9911  0.0795
H  2.7264  4.3198  7.2747  0.0880
C  -7.9303  3.0234  -2.9326  -0.0609
C  -7.4173  1.9593  -1.9744  -0.4960
C  -6.4473  2.5447  -0.9583  -0.0624
O  -6.7934  0.8999  -2.6982  -0.0603
H  -7.1002  3.4584  -3.4956  0.0823
H  -8.6232  2.5868  -3.6519  0.0783
H  -8.4415  3.8254  -2.3985  0.0788
H  -8.2593  1.5027  -1.4529  0.1362
H  -5.5745  2.9660  -1.4653  0.0790
H  -6.0929  1.7685  -0.2785  0.0779
H  -6.9159  3.3337  -0.3689  0.0789
H  -6.0432  1.2758  -3.1699  0.0479
C  0.8179  -5.4488  -1.3708  -0.0623
C  1.5137  -4.1780  -0.9099  -0.4844
C  1.4598  -4.0325  0.6037  -0.0572
O  0.9256  -3.0338  -1.5313  -0.0811
H  -0.2362  -5.4355  -1.0902  0.0770
H  0.8644  -5.5391  -2.4565  0.0828
H  1.2733  -6.3346  -0.9290  0.0725
H  2.5550  -4.1900  -1.2375  0.1383
H  0.4215  -3.9724  0.9412  0.0832
H  1.9617  -3.1167  0.9191  0.0722
H  1.9349  -4.8797  1.1007  0.0779
H  0.0027  -2.9962  -1.2572  0.0923
C  -0.9787  -10.5077  -0.7400  -0.0634
C  -0.3181  -9.2157  -0.2840  -0.5024
C  -0.3525  -9.0733  1.2304  -0.0610
O  -0.9432  -8.0916  -0.9011  -0.0624
H  -2.0308  -10.5216  -0.4430  0.0808
H  -0.9423  -10.5927  -1.8259  0.0790
H  -0.4880  -11.3795  -0.3054  0.0793
H  0.7174  -9.1975  -0.6267  0.1353
H  -1.3859  -9.0440  1.5858  0.0814
H  0.1272  -8.1437  1.5379  0.0746
H  0.1551  -9.9058  1.7193  0.0796
H  -1.8637  -8.0757  -0.6213  0.0888

## Properties
SMILES string ... CC(=O)OC(=O)CB(C[C@H](C)Cl)P(=N)(O)O.CC(C)O.CC(C)O.CC(C)O.CC(C)O.CC(C)O.CC(C)O
Orbital gap ... 8.659 eV
Energy relative to the best compared isomer or geometry (same formula, charge and spin) ... 6.8 kcal/mol

---

DFT (the ωB97M-V functional and the def2-TZVPD basis) results for C2H33HgO15 as an isolated structure in a non-equilibrium geometry.

Each line ends with the Löwdin charge.
Atoms and positions in Å:
Hg  4.1147  -5.3893  1.8564  0.5994
C  -0.1088  -0.3262  0.3003  0.0057
C  1.2321  -1.1397  0.1919  -0.2513
O  1.3116  -2.2554  0.9987  0.1059
H  -0.9304  -0.8672  -0.1692  0.0839
H  0.0524  0.5966  -0.2568  0.0973
H  -0.4439  -0.0535  1.3010  0.0952
H  2.0619  -0.4385  0.2805  0.1242
H  1.3795  -1.4523  -0.8418  0.1923
O  2.5563  -7.1583  -0.9090  -0.1104
H  1.7307  -6.6744  -0.9303  0.0210
H  2.6292  -7.5471  -1.7806  0.0417
O  2.8821  0.1814  4.9303  -0.0511
H  3.4236  -0.1515  5.6460  0.0362
H  3.2266  -0.2496  4.1481  0.0153
O  -0.5744  4.3978  -2.5917  -0.0510
H  -0.5888  4.2658  -1.6438  0.0178
H  -1.4774  4.6220  -2.8166  0.0353
O  3.7748  3.2978  0.5107  -0.0388
H  3.9978  3.3714  1.4386  0.0361
H  3.1777  2.5510  0.4659  0.0084
O  -1.2149  -4.3965  -1.4358  -0.0412
H  -0.6829  -3.9754  -0.7605  0.0043
H  -1.6357  -3.6708  -1.8968  0.0337
O  -4.2649  -0.9000  3.3723  -0.0502
H  -3.6150  -1.5671  3.5934  0.0133
H  -5.1034  -1.2914  3.6171  0.0388
O  5.5371  2.3308  -3.0851  -0.0484
H  5.2741  2.4116  -2.1683  0.0138
H  4.7136  2.2337  -3.5633  0.0086
O  -1.3344  -3.5256  4.3996  -0.0419
H  -0.6001  -3.2798  3.8368  0.0149
H  -1.5754  -4.4052  4.1090  0.0363
O  -2.2912  4.7084  1.3079  -0.0503
H  -2.7985  5.5199  1.2902  0.0407
H  -2.4003  4.3766  2.1991  0.0159
O  -2.6938  1.1083  -4.0430  -0.0452
H  -1.8855  0.6154  -4.1842  0.0140
H  -3.2472  0.5197  -3.5296  0.0275
O  -4.8068  2.1263  0.7671  -0.0491
H  -4.2401  2.8921  0.6748  0.0068
H  -4.5067  1.7011  1.5704  0.0142
O  -2.4013  2.7688  4.5838  -0.0445
H  -2.5034  1.8365  4.3922  0.0217
H  -1.7372  2.8009  5.2724  0.0363
O  2.1742  2.0260  -4.7302  -0.0366
H  1.9339  1.1008  -4.6802  0.0176
H  1.4567  2.4842  -4.2926  0.0277
O  0.2514  -1.6817  -5.4635  -0.0547
H  1.0801  -2.1474  -5.3507  0.0271
H  -0.3099  -2.3005  -5.9307  0.0357

## Properties
Orbital gap ... 2.396 eV
Total charge ... +1
Energy relative to the best compared isomer or geometry (same formula, charge and spin) ... 131.4 kcal/mol

---

DFT (the ωB97M-V functional and the def2-TZVPD basis) results for C32H46AlAsBBrClF10IKMgN4NaO10Si as an isolated structure in a non-equilibrium geometry.

Each line ends with the Löwdin charge.
Atoms and positions in Å:
C  1.9815  5.9756  -1.0121  -0.0578
C  0.5422  5.2183  -1.3109  -0.1974
O  -0.2376  4.9069  -0.0979  -0.3417
C  -1.3089  3.9768  -0.5656  -0.1902
C  -2.4115  3.7714  0.6303  -0.2565
C  -1.8168  3.0837  2.0029  -0.2392
C  -3.0106  2.2020  2.6983  -0.1905
C  -2.8391  0.5770  2.5818  -0.1075
C  -1.4913  -0.0257  3.3272  -0.3154
C  -1.1018  0.8618  4.6908  -0.3635
N  -2.3727  0.8134  5.5652  0.0047
N  -1.9479  -1.3369  4.0017  0.0793
C  -0.8487  -2.3472  3.7595  -0.2008
O  -0.5613  -3.2451  4.7038  0.0252
C  -0.1298  -2.0804  2.2729  -0.1411
C  1.3160  -2.8092  2.0255  -0.0085
C  2.5245  -2.2454  1.0355  -0.0184
C  3.9619  -2.9572  0.7676  -0.4042
N  4.2793  -4.2658  1.4069  -0.0284
C  3.2216  -4.8326  2.2910  -0.0464
C  1.7548  -4.2690  2.7168  0.1044
C  -1.1991  -2.8995  1.2909  -0.2094
F  -2.5246  -2.2477  1.1834  0.0003
F  -1.4364  -4.2109  2.0030  -0.0151
C  -0.6481  -3.1357  -0.2340  -0.1275
C  -0.3475  -4.7506  -0.5494  -0.2381
Si  -0.0773  -5.0703  -2.4687  0.5346
C  0.3511  -6.9658  -2.6537  -0.2269
C  -1.7534  -4.8304  -3.4516  -0.1852
C  1.3224  -3.8927  -3.0693  -0.2311
C  0.8559  -2.4344  -3.6958  -0.2145
C  2.0681  -1.4379  -4.2048  -0.1819
C  3.6436  -1.8971  -4.0898  -0.0391
C  4.0532  -3.3772  -3.4623  -0.0339
C  2.8727  -4.4145  -2.9271  -0.0328
C  -0.2258  -0.4323  2.3116  -0.5171
I  1.5138  0.7548  2.8995  1.0476
O  -0.3615  -0.1084  0.8804  -0.1481
N  0.5753  0.7606  0.4630  -0.2225
O  0.6569  0.7742  -0.7565  -0.3004
H  2.3451  6.4080  -2.0445  0.1038
H  2.7236  5.1667  -0.5798  0.0975
H  1.7532  6.8427  -0.2430  0.1018
H  0.7759  4.1683  -1.8282  0.1385
H  -0.1434  5.8296  -2.0575  0.1559
H  -0.8505  2.9334  -0.8483  0.1320
H  -1.8860  4.4794  -1.4763  0.1608
H  -3.3219  3.1857  0.1565  0.1403
H  -2.8081  4.8559  0.9320  0.0367
H  -0.7982  2.5232  1.8688  0.0770
H  -1.5974  3.9889  2.7490  0.0492
H  -3.1660  2.6039  3.7935  0.1158
H  -4.0165  2.4761  2.1171  0.1304
H  -3.8435  0.1044  3.0211  0.1463
H  -2.8792  0.3200  1.4167  0.1325
H  -0.8389  1.9765  4.4510  0.0216
H  -0.2740  0.3115  5.3520  0.0492
H  -2.3193  0.0325  6.2558  0.0859
H  -2.4454  1.6862  6.1520  0.0772
H  -2.8561  -1.7279  3.6691  0.1466
H  2.3222  -1.2177  0.4718  0.0832
H  4.7364  -2.4522  0.0263  0.1023
H  3.5041  -5.8794  2.7957  0.1406
H  1.0332  -4.8689  3.4287  0.1308
H  0.2445  -2.4476  -0.5556  0.1050
H  -1.5465  -2.8594  -0.9702  0.1353
H  0.5151  -5.1914  0.1078  0.0819
H  -1.3716  -5.3141  -0.3061  0.1129
H  1.3684  -7.2517  -2.1122  0.0479
H  0.3866  -7.2551  -3.8086  0.0421
H  -0.5509  -7.6002  -2.2087  0.0734
H  -2.0765  -5.8707  -3.8928  0.0556
H  -1.5579  -4.0873  -4.3362  0.0229
H  -2.5574  -4.4558  -2.6869  0.0555
H  -0.3049  -2.1742  -3.7716  0.1019
H  1.7696  -0.3840  -4.6590  0.0990
H  4.5283  -1.1898  -4.4373  0.1136
H  5.1655  -3.7677  -3.3605  0.1005
H  3.0935  -5.4930  -2.4856  0.1029
F  -1.3863  1.0544  8.2409  -0.3254
As  -1.8102  2.1166  9.6524  0.9742
F  -3.4305  1.3042  9.7772  -0.2715
F  -2.5145  3.3465  8.5155  -0.2872
F  -2.2343  3.1790  11.0640  -0.2793
F  -0.1900  2.9292  9.5275  -0.3752
F  -1.1063  0.8868  10.7895  -0.2882
Al  5.2681  -1.8473  2.2242  0.9040
Cl  -1.3339  5.9227  1.6200  0.6140
O  -1.1764  -8.2562  -5.1371  -0.0739
H  -1.1062  -9.2227  -5.1391  0.0582
H  -1.3363  -8.0314  -6.0661  0.0494
B  4.5507  10.8584  -2.8599  -0.9566
O  3.2949  10.8628  -2.1019  0.2443
C  3.1495  9.6418  -1.5696  -0.3813
O  2.2039  9.3061  -0.8750  0.1286
C  4.2636  8.8130  -1.9419  -0.3864
O  4.4328  7.6481  -1.6200  0.1117
O  5.1116  9.5114  -2.7092  0.2415
F  5.4682  11.8468  -2.3146  0.0766
F  4.2898  11.1381  -4.2633  0.0746
K  0.8231  -2.8000  -6.2743  0.8797
Br  2.6760  1.3903  -1.8353  0.0575
Na  1.4348  3.2513  11.0400  0.8418
C  -4.2487  -1.7334  -7.7721  -0.0531
C  -3.5553  -2.4456  -8.9470  -0.4156
O  -2.2677  -2.5146  -8.6506  -0.0309
H  -3.8646  -0.7161  -7.6249  0.0828
H  -5.3237  -1.6510  -7.9707  0.0940
H  -4.1316  -2.2856  -6.8310  0.0753
H  -3.8574  -1.8825  -9.8440  0.1260
H  -4.1129  -3.3852  -9.0840  0.1204
Mg  0.9216  2.2027  5.9244  0.7986

## Properties
Orbital gap ... 1.132 eV
Total charge ... +2